Entry 1:
DFT (ωB97M-V with the def2-TZVPD basis set) results for a 2-piece molecular cluster, C23H36ClF2N6O15PS overall at a distorted geometry.

LUMO = -2.30 eV
energy above the lowest of the compared OMol25 structures with the same formula, charge and spin = 11.9 kcal/mol
HOMO-LUMO gap = 4.16 eV
max |F| = 2.13 eV/Å

The geometry in XYZ format:
```
85
Properties=species:S:1:pos:R:3:forces:R:3
C -4.321104 -1.926124 0.198628 0.321 -0.033 -0.103
C -3.045306 -1.865179 -0.172051 -0.345 -0.086 0.115
C -1.959938 -1.430737 0.783253 -0.459 -0.546 0.031
C -0.526008 -1.699297 0.329193 -0.278 0.391 0.288
S -0.487172 -3.534634 0.042129 0.896 -1.567 -0.542
C -1.434480 -4.370802 1.288276 -0.173 0.500 0.390
O 0.858016 -4.023004 0.202977 0.329 0.403 0.442
O -1.079178 -3.850839 -1.237664 -0.822 0.650 -0.098
C -0.117727 -0.931326 -0.979502 -0.123 -1.026 -0.317
C 0.983480 -1.649515 -1.838315 -0.110 -0.076 0.617
P 0.560797 -2.327005 -3.473682 1.632 0.230 -1.344
O 1.606992 -1.962837 -4.422668 0.167 0.266 0.095
O -0.884745 -1.763251 -3.919429 -0.113 -0.690 0.737
O 0.518780 -3.920519 -3.412865 -0.877 0.311 -0.046
C 0.173033 0.571605 -0.686566 -0.207 0.163 -0.285
C 0.985352 1.265488 -1.822809 -0.328 -0.148 0.223
C 0.569970 1.193715 -3.283804 0.450 -0.191 -0.532
O 1.431503 0.891953 -4.072500 -0.052 -0.250 0.059
N -0.713516 1.586383 -3.710174 0.628 1.014 0.020
C -0.861499 3.047534 -3.386109 0.249 -0.403 0.192
C -0.816850 1.453284 -5.170347 -0.839 0.060 -0.074
C -1.096237 1.438444 -0.454796 -0.315 0.544 0.237
C -2.410690 1.087095 -1.125808 -0.408 0.007 -0.238
F -1.323248 1.614055 0.904144 -0.053 -0.540 0.068
N 1.127766 0.631191 0.470619 0.171 0.275 0.108
C 1.869954 1.842045 0.866208 1.172 0.211 -0.233
C 1.173623 3.167083 1.049481 -0.286 0.285 0.711
O 0.436270 3.165190 2.248021 -0.787 -0.519 -0.799
C -0.368497 4.285304 2.424708 0.543 -0.025 0.271
C -1.662366 4.405622 1.681941 0.019 -0.435 -0.570
O 0.014892 5.079508 3.202642 -0.157 1.191 0.713
C 1.465076 -0.551763 0.977700 -0.671 -0.095 -0.041
N 2.699732 -1.032085 1.082364 0.289 0.625 0.288
Cl 4.062111 -0.184645 0.523016 -0.022 -0.036 -0.050
C 3.031758 -2.354394 1.637163 0.041 -0.490 0.129
O 2.828776 -2.645515 2.766901 -0.392 0.129 -0.032
N 3.651448 -3.155587 0.690088 0.225 0.174 0.508
C 4.092773 -4.404268 1.201657 0.226 0.044 -0.201
O 5.226690 -4.704305 1.266297 0.532 -0.256 -0.065
F 3.110727 -5.199053 1.526242 -0.452 0.002 0.147
N 0.455134 -1.422770 1.365480 0.075 -0.520 -0.370
C 0.122380 -1.336871 2.792019 0.286 -0.020 0.807
C -0.352880 0.016561 3.305393 0.174 0.487 0.178
O -1.498360 0.343746 3.461846 -0.059 -0.201 -0.144
O 0.712863 0.757346 3.605356 -0.485 -0.306 -0.283
H -5.093263 -1.889060 -0.552905 -0.203 -0.703 -0.037
H -4.617683 -1.978735 1.236889 -0.093 0.627 0.145
H -2.803618 -2.158134 -1.183414 0.108 0.694 -0.328
H -2.115065 -0.389751 1.034293 0.275 0.212 -0.016
H -2.165753 -1.945113 1.718997 0.239 0.047 0.242
H -0.964899 -4.257693 2.259717 0.197 0.083 0.053
H -2.458927 -4.024387 1.332764 -0.174 -0.080 -0.197
H -1.382104 -5.413423 0.999046 0.024 -0.134 -0.209
H -1.007914 -1.006255 -1.591805 -0.175 0.436 -0.101
H 1.841980 -1.021641 -2.047182 -0.078 0.277 -0.217
H 1.440756 -2.500395 -1.335636 -0.133 -0.132 0.253
H -1.501114 -2.496252 -4.039124 -0.315 0.243 -0.123
H -0.369982 -4.274117 -3.295319 0.133 -0.373 0.507
H 2.001700 0.896324 -1.785576 0.129 -0.131 -0.221
H 1.077714 2.325010 -1.595781 -0.154 0.139 0.238
H -1.436881 3.219096 -2.485668 -0.203 0.070 0.018
H -1.312081 3.563499 -4.221680 -0.354 -0.053 -0.073
H 0.120237 3.505559 -3.268543 0.093 0.155 0.068
H -1.802542 1.824867 -5.438404 -0.179 -0.049 -0.025
H -0.096580 2.073193 -5.697947 0.329 -0.135 -0.038
H -0.764444 0.420702 -5.486345 0.324 -0.155 0.056
H -0.859489 2.439655 -0.795965 0.339 0.068 -0.026
H -3.116977 0.618955 -0.455038 0.104 -0.176 0.274
H -2.899362 2.004633 -1.440293 0.006 0.182 -0.043
H -2.336109 0.476078 -2.016935 0.235 -0.071 -0.103
H 2.718951 2.037983 0.215632 -0.132 -0.033 -0.461
H 2.338677 1.631087 1.823905 -0.227 -0.089 0.296
H 0.574096 3.544754 0.219948 -0.063 -0.309 -0.284
H 1.993207 3.879053 1.173339 0.188 0.065 -0.056
H -2.400167 3.730610 2.103790 -0.080 -0.044 0.206
H -2.005926 5.429073 1.715616 -0.046 0.155 0.220
H -1.565189 4.115866 0.638199 0.080 -0.052 -0.149
H 4.464239 -2.709101 0.275094 -0.202 0.096 -0.388
H -0.575635 -2.103087 3.100053 -0.280 -0.135 -0.378
H 1.021963 -1.543481 3.362203 0.166 -0.114 -0.100
H 0.417673 1.638818 3.912475 0.529 0.303 0.373
N 1.712019 3.688759 5.727315 -0.041 0.363 0.163
O 1.013132 2.780554 6.234630 -0.194 -0.195 -0.160
O 2.177925 3.529648 4.576417 0.198 -0.296 -0.299
O 1.927341 4.740026 6.348582 0.015 -0.263 -0.085
```
Forces are in eV/Å.

=====

Entry 2:
DFT (ωB97M-V with the def2-TZVPD basis set) results for a 5-piece molecular cluster, C23H36N5O2 overall.

LUMO = -2.48 eV
energy above the lowest of the compared OMol25 structures with the same formula, charge and spin = 7.4 kcal/mol
HOMO-LUMO gap = 7.42 eV
net charge = +1
max |F| = 0.52 eV/Å

The geometry in XYZ format:
```
66
Properties=species:S:1:pos:R:3:forces:R:3
C -1.465459 2.002730 0.106276 0.106 0.043 0.059
C -0.453137 2.666247 1.048492 -0.204 0.103 0.192
C 0.973469 2.560714 0.568521 -0.135 -0.115 -0.160
O 1.463205 1.195265 0.701550 0.230 0.004 -0.135
C 1.883662 0.829461 1.943725 -0.229 -0.208 0.063
C 3.343347 0.413198 1.951565 0.054 0.260 0.348
O 3.606703 -0.508272 2.997804 0.020 -0.490 -0.169
C 2.791510 -0.435576 4.148472 0.106 0.107 0.112
C 1.310413 -0.698870 3.809654 0.085 -0.037 -0.087
N 1.138725 -0.437722 2.349362 -0.190 0.025 -0.053
H -1.130596 2.079559 -0.929818 -0.068 0.043 -0.002
H -2.447221 2.471090 0.179743 0.056 -0.032 0.052
H -1.588455 0.943858 0.342835 -0.023 0.004 -0.106
H -0.531300 2.197205 2.038166 0.023 0.135 0.119
H -0.673646 3.725057 1.214613 -0.018 -0.059 -0.202
H 1.034463 2.753169 -0.501626 0.016 0.082 0.084
H 1.657673 3.244927 1.076603 -0.063 -0.131 0.105
H 1.619284 1.534468 2.739679 0.096 0.211 -0.191
H 3.551253 -0.093266 1.008164 0.046 -0.003 0.000
H 3.986761 1.295226 2.024786 -0.052 -0.004 0.023
H 3.154315 -1.218941 4.810892 -0.001 0.105 0.036
H 2.907202 0.524726 4.659023 -0.010 0.030 -0.029
H 0.642104 -0.022200 4.342562 0.031 -0.073 -0.002
H 1.004899 -1.726712 3.989225 0.031 0.003 0.075
H 1.524727 -1.209772 1.804925 -0.005 -0.109 -0.051
H 0.153793 -0.360036 2.090962 -0.065 0.065 -0.043
N -2.765850 -3.058884 -0.936232 -0.107 -0.103 -0.071
C -2.380437 -3.798388 0.144254 -0.081 -0.010 -0.015
C -1.367602 -3.124232 0.770908 0.061 0.138 -0.034
C -1.143137 -1.931211 0.024680 0.096 0.019 0.160
C -2.023068 -1.921751 -1.024295 -0.008 -0.026 0.067
H -3.491771 -3.322371 -1.578469 -0.007 -0.015 -0.002
H -2.857218 -4.735432 0.374510 -0.001 -0.010 0.008
H -0.852873 -3.455658 1.658387 0.003 -0.026 0.004
H -0.418382 -1.157847 0.212130 0.109 0.065 -0.114
H -2.177469 -1.206908 -1.813080 0.007 0.013 -0.008
N -0.079513 3.034917 -4.669854 -0.097 0.061 0.026
C -0.210323 1.888135 -3.940539 -0.068 0.168 0.137
C 0.803690 1.864042 -3.019768 0.071 -0.184 -0.001
C 1.595130 3.024974 -3.228098 -0.099 0.114 0.239
C 1.006063 3.740375 -4.235919 0.048 0.058 -0.125
H -0.711977 3.336515 -5.388471 0.017 -0.020 -0.054
H -1.030410 1.211959 -4.107472 0.029 -0.044 -0.053
H 0.955484 1.101573 -2.272512 0.072 -0.076 -0.089
H 2.470656 3.324597 -2.674715 0.064 -0.043 -0.045
H 1.264759 4.694844 -4.663679 0.062 -0.073 -0.142
N -1.191111 -8.495743 0.410198 -0.017 0.000 -0.003
C -1.505167 -7.418969 -0.374435 0.038 -0.016 0.030
C -2.293105 -7.866737 -1.400630 -0.035 -0.017 -0.017
C -2.461673 -9.268274 -1.226623 -0.015 0.048 -0.034
C -1.769309 -9.624458 -0.102242 0.005 0.014 0.019
H -0.622936 -8.466232 1.235219 0.023 -0.003 0.016
H -1.132616 -6.434411 -0.149348 0.033 -0.003 -0.002
H -2.697485 -7.262154 -2.195289 0.000 0.000 -0.010
H -3.022988 -9.936096 -1.857264 -0.009 -0.004 -0.008
H -1.641146 -10.581435 0.372528 0.002 -0.010 0.008
N 0.550900 5.769706 -1.484323 0.127 -0.001 0.107
C 1.251461 5.669575 -0.314204 -0.013 0.058 -0.054
C 0.540265 6.320252 0.660081 -0.029 0.023 -0.001
C -0.636177 6.835066 0.048223 0.004 -0.018 0.072
C -0.596388 6.480199 -1.274026 -0.011 -0.081 -0.002
H 0.842556 5.355220 -2.352398 -0.121 -0.047 -0.034
H 2.204663 5.168864 -0.278924 0.013 0.051 -0.030
H 0.838083 6.437481 1.688661 0.009 0.021 0.021
H -1.413415 7.409555 0.522508 -0.007 0.011 0.006
H -1.287859 6.673803 -2.075635 -0.005 0.005 -0.008
```
Forces are in eV/Å.

=====

Entry 3:
DFT (ωB97M-V with the def2-TZVPD basis set) results for a 7-piece molecular cluster, C23H37FIN3O22P2 overall at a distorted geometry.

LUMO = -0.26 eV
HOMO-LUMO gap = 7.89 eV
max |F| = 3.93 eV/Å
SMILES = NC[C@H](O)CP(N)(I)([PH2]=O)C(=O)NC(=O)F.O=C1OCCO1.O=C1OCCO1.O=C1OCCO1.O=C1OCCO1.O=C1OCCO1.O=C1OCCO1

The geometry in XYZ format:
```
89
Properties=species:S:1:pos:R:3:forces:R:3
N -3.072139 4.770101 -2.027826 -0.469 -0.780 0.229
C -2.462787 3.454736 -1.891198 0.383 0.220 -0.554
C -1.071412 3.461301 -1.083567 -1.038 -0.918 -1.730
O -0.668265 4.805381 -0.917608 0.608 -0.131 0.701
C -0.081418 2.590500 -1.913214 -0.103 0.387 0.339
P 1.743689 2.842661 -1.517533 -0.583 -1.537 0.078
N 2.784472 1.458274 -1.317434 -0.423 0.655 -0.158
I 2.229892 2.633627 -4.064412 0.428 -0.216 -1.543
P 1.455134 2.907567 0.700032 1.684 0.260 2.027
O 2.708554 2.513019 1.418870 -0.283 -0.098 -0.126
C 2.653509 4.550717 -1.526590 -1.575 -0.662 -3.084
O 3.211001 4.898381 -0.586529 1.899 0.763 3.358
N 2.624671 5.330434 -2.759683 -0.604 0.255 -0.024
C 2.036057 6.597735 -2.571557 0.275 -0.818 -1.956
O 2.074036 7.270931 -1.639242 -0.141 1.671 3.078
F 1.369514 7.045236 -3.645955 0.197 -0.667 -0.607
H -2.520789 5.359399 -2.635191 -0.023 0.129 0.296
H -3.226658 5.202464 -1.126263 0.179 0.241 -0.199
H -3.166168 2.726456 -1.457772 0.217 0.366 0.081
H -2.291515 3.106493 -2.921878 0.049 0.010 0.486
H -1.286791 2.944791 -0.138007 0.441 0.811 0.196
H -0.011761 5.059645 -1.575197 -0.301 -0.122 -0.122
H -0.299299 1.532481 -1.668863 0.360 0.274 -0.104
H -0.239409 2.685757 -2.992663 -0.002 0.129 0.366
H 3.375397 1.409021 -2.144344 -0.091 -0.101 0.078
H 2.221953 0.605770 -1.331040 -0.048 0.134 0.220
H 1.137028 4.251127 1.032610 -0.558 -0.336 -0.340
H 0.381366 2.098497 1.162154 -0.172 0.329 -0.642
H 3.559628 5.440383 -3.147701 -0.243 -0.307 -0.310
O -0.371344 2.219454 3.457950 0.048 0.113 0.012
C -0.417666 3.284608 3.993049 0.111 0.008 -0.022
O -1.196343 3.558770 5.064018 0.139 -0.048 -0.315
C -0.814244 4.847020 5.556693 -0.106 0.259 0.489
C -0.203395 5.496241 4.344757 0.118 0.446 -0.083
O 0.299529 4.374970 3.611028 -0.447 -0.392 0.142
H -1.678857 5.388783 5.935871 -0.104 -0.193 -0.078
H -0.090851 4.714987 6.359165 -0.173 0.103 -0.130
H -0.938707 6.021090 3.729947 0.003 -0.074 -0.024
H 0.600597 6.183821 4.599109 0.127 -0.175 -0.090
O 1.659564 4.881054 7.449669 0.141 -0.089 0.182
C 2.102629 3.828413 7.108400 0.161 0.069 -0.026
O 2.443194 2.820416 7.946897 -0.053 0.213 -0.249
C 2.703674 1.664793 7.142609 0.049 -0.400 0.070
C 3.056753 2.265183 5.804892 0.216 -0.374 -0.377
O 2.323971 3.490230 5.816317 -0.128 0.065 0.360
H 3.512504 1.072548 7.565343 -0.020 0.162 0.163
H 1.799594 1.053574 7.101963 -0.012 0.068 -0.017
H 4.120829 2.491316 5.712913 -0.035 0.051 0.037
H 2.755549 1.640129 4.966748 -0.121 0.224 -0.079
O -1.970801 1.219628 -4.117147 -0.003 -0.158 -0.011
C -1.843637 0.050040 -3.917039 0.031 -0.033 -0.103
O -0.661491 -0.607317 -3.948350 -0.438 0.291 0.036
C -0.885787 -1.922945 -3.431334 0.313 -0.546 0.095
C -2.355297 -2.129349 -3.678640 -0.196 -0.287 0.007
O -2.868057 -0.791992 -3.627767 0.292 0.249 -0.073
H -0.269401 -2.653375 -3.947918 0.113 0.165 -0.007
H -0.629042 -1.931810 -2.371988 -0.024 0.011 -0.029
H -2.560320 -2.550884 -4.665111 0.011 0.063 0.006
H -2.824119 -2.754552 -2.924118 -0.118 0.197 0.021
O 1.799384 -2.264453 -2.024843 0.043 0.104 0.081
C 2.817973 -2.288648 -1.411834 -0.033 -0.041 -0.058
O 4.050353 -2.160393 -1.963692 -0.256 -0.050 0.221
C 4.987472 -2.004067 -0.895955 0.448 0.166 0.005
C 4.272185 -2.644708 0.265764 0.208 -0.111 0.392
O 2.898159 -2.443677 -0.065232 0.058 0.035 -0.315
H 5.929931 -2.493678 -1.132371 -0.113 -0.036 -0.194
H 5.169893 -0.938610 -0.739448 -0.075 -0.016 0.020
H 4.464834 -3.717674 0.337089 -0.027 0.015 -0.059
H 4.514357 -2.177619 1.218043 -0.221 0.056 -0.017
O -0.032507 -5.162391 -4.180661 -0.052 0.026 0.003
C -1.016317 -5.756576 -3.881219 0.151 0.014 -0.043
O -2.190155 -5.167639 -3.524113 0.278 -0.324 -0.079
C -3.186307 -6.192505 -3.463762 -0.553 0.036 0.095
C -2.365253 -7.432024 -3.228462 -0.092 -0.424 0.070
O -1.117843 -7.109745 -3.848045 -0.098 0.374 -0.042
H -3.895558 -5.999100 -2.661032 0.155 0.193 0.044
H -3.724319 -6.218437 -4.414268 0.091 -0.008 -0.025
H -2.193197 -7.622977 -2.171460 0.019 0.084 -0.034
H -2.804841 -8.318753 -3.681979 0.179 0.014 -0.114
O -4.502826 -5.520735 -0.190406 0.041 -0.071 -0.089
C -4.207519 -6.559429 0.301758 -0.136 0.256 0.082
O -3.601901 -7.579130 -0.368800 -0.196 0.065 0.340
C -3.205089 -8.554374 0.598649 0.274 -0.367 -0.021
C -4.148578 -8.284114 1.743357 -0.093 -0.261 0.325
O -4.427117 -6.890744 1.597649 0.152 -0.060 -0.351
H -3.305581 -9.561320 0.198512 -0.053 0.113 -0.168
H -2.160373 -8.381536 0.866016 -0.037 0.048 0.012
H -5.083504 -8.841789 1.656802 0.016 0.032 -0.044
H -3.702272 -8.490886 2.713615 -0.043 0.210 0.019
```
Forces are in eV/Å.

=====

Which of these has the lowest LUMO?
C23H36N5O2